DFT (the ωB97M-V functional and the def2-TZVPD basis) results for a 8-piece molecular cluster, C33H87N5O10 overall.

Values from the calculation:
- LUMO: 0.4 eV
- Spin multiplicity: 1
- SMILES: COC[C@H](C)N.COC[C@H](C)N.COC[C@H](C)N.COCCNCCOC.COCCNCCOC.CC(C)O.CC(C)O.CC(C)O
- Orbital gap: 8.98 eV

```
135
C33H87N5O10 (the ωB97M-V functional and the def2-TZVPD basis)
C 8.800 14.785 -6.995
H 3.752 16.114 -14.540
H 4.082 13.510 -15.589
H 7.887 20.624 -13.929
H 8.107 12.607 -7.527
H 3.283 12.134 -14.704
H 7.357 16.577 -17.577
H 8.061 19.958 -10.167
C 13.087 11.320 -10.520
O 9.008 12.344 -7.280
H 7.277 17.808 -14.108
H 10.257 9.933 -10.979
O 15.485 11.304 -10.987
H 8.941 10.600 -9.970
C 7.227 19.286 -10.436
C 7.826 19.962 -15.934
H 5.215 19.331 -14.902
H 16.762 7.908 -17.094
H 7.869 15.048 -16.764
H 5.216 20.909 -7.395
C 12.154 8.838 -15.013
H 14.487 7.717 -15.391
H 5.002 18.572 -7.049
H 17.818 5.562 -14.625
H 5.943 14.578 -15.700
H 6.891 22.487 -14.027
N 8.473 11.642 -12.595
C 5.927 20.468 -6.691
C 5.586 15.607 -15.607
H 10.079 12.878 -9.531
H 10.658 13.570 -7.089
H 5.594 19.992 -13.293
C 14.162 12.430 -12.530
N 6.714 18.355 -5.840
O 5.309 21.335 -14.861
N 7.733 18.675 -13.825
H 7.026 17.596 -8.298
C 14.301 12.076 -11.062
C 10.507 12.091 -13.829
H 7.651 18.737 -5.782
H 6.894 20.968 -6.689
N 4.795 14.893 -13.288
H 6.384 10.679 -15.545
H 7.562 20.927 -16.387
H 4.015 13.105 -12.610
H 7.470 16.234 -11.888
C 11.564 8.026 -12.870
H 16.579 6.377 -17.871
H 11.435 7.064 -12.384
H 12.575 9.119 -17.128
C 7.698 16.124 -16.640
H 10.417 7.253 -9.133
C 14.684 7.295 -17.294
H 8.649 16.581 -16.366
H 18.373 6.926 -15.641
C 5.776 20.095 -14.369
O 11.951 7.704 -14.205
C 9.601 9.748 -10.127
H 5.186 16.803 -13.803
H 7.843 19.091 -8.085
C 12.750 8.382 -16.335
C 9.777 13.809 -9.037
H 11.284 11.724 -13.152
H 5.557 23.363 -14.633
C 4.807 15.926 -14.328
H 8.680 18.481 -14.138
O 6.799 16.379 -15.594
H 14.132 11.565 -13.203
H 6.819 19.756 -11.326
H 5.412 20.642 -5.744
C 16.145 6.997 -17.074
H 18.011 5.319 -16.369
H 14.350 13.074 -10.601
C 10.477 9.513 -8.872
H 8.858 14.916 -5.916
H 10.158 11.215 -14.375
H 14.643 7.818 -18.258
H 6.791 17.352 -5.969
H 14.839 13.159 -12.974
C 8.665 13.808 -13.882
H 11.040 12.775 -14.488
H 8.354 10.906 -13.275
H 9.238 15.677 -7.445
C 11.036 8.107 -8.873
H 9.521 14.366 -14.292
H 11.237 9.431 -15.081
C 17.739 6.040 -15.595
N 14.176 8.159 -16.254
H 13.269 10.853 -9.554
H 8.746 15.033 -11.432
H 12.156 7.535 -16.711
C 9.378 12.687 -13.019
H 12.323 8.634 -12.370
H 8.747 13.842 -9.415
H 4.695 11.039 -16.163
C 6.012 18.975 -6.980
H 7.381 19.197 -16.572
H 5.047 15.870 -16.525
H 10.632 8.594 -12.959
H 6.123 12.015 -16.563
C 7.290 19.913 -14.509
H 5.347 22.381 -13.127
C 5.802 22.434 -14.120
H 8.054 13.327 -14.645
H 7.736 18.341 -10.651
H 7.540 11.957 -12.359
H 12.940 10.513 -11.250
H 11.226 10.300 -8.777
H 12.113 11.812 -10.510
C 3.907 13.743 -13.490
H 11.261 7.926 -7.812
O 7.804 14.675 -13.220
O 16.386 6.384 -15.823
H 10.406 14.647 -9.320
H 14.119 6.360 -17.437
O 9.579 9.611 -7.750
H 5.735 14.600 -13.027
C 4.105 12.858 -14.708
H 8.952 8.879 -10.223
H 7.780 14.656 -7.358
H 15.806 11.313 -10.077
O 6.278 19.226 -9.406
H 9.050 16.200 -12.672
H 12.927 9.501 -14.596
C 6.837 18.674 -8.228
H 9.269 10.525 -7.679
H 12.031 8.071 -9.323
H 13.188 12.893 -12.751
C 8.248 15.566 -12.249
O 5.367 12.238 -14.637
H 2.904 14.178 -13.543
C 5.632 11.433 -15.767
H 9.662 13.259 -12.129
H 8.915 19.944 -15.985
C 9.655 13.610 -7.513
```

Results of the Mulliken charge analysis, in e, for atoms 1 through 5: C -1.24; H 0.35; H 0.36; H 0.37; H 0.38

=====

DFT (the ωB97M-V functional and the def2-TZVPD basis) results for a 10-piece molecular cluster, C33H87O34P7 overall.

Values from the calculation:
- LUMO: 0.3 eV
- Spin multiplicity: 1
- SMILES: COP(=O)(OC)OC.COP(=O)(OC)OC.COP(=O)(OC)OC.COP(=O)(OC)OC.COP(=O)(OC)OC.COP(=O)(OC)OC.COP(=O)(OC)OC.CCOC(C)=O.CCOC(C)=O.CCOC(C)=O
- Orbital gap: 9.63 eV

```
161
C33H87O34P7 (the ωB97M-V functional and the def2-TZVPD basis)
H 8.828 -12.706 10.724
O 8.696 -10.894 11.585
H 17.821 -4.698 3.458
O 15.882 -11.691 2.302
H 3.900 -10.525 4.700
H 12.616 -5.964 5.822
H 13.582 -9.043 5.309
C 17.515 -3.634 5.326
H 7.630 -4.229 12.088
O 12.317 -0.141 4.389
H 15.031 -10.817 0.580
C 14.574 0.261 2.510
H 5.889 -9.730 13.960
C 14.460 -8.976 4.676
O 13.760 -7.060 7.122
O 7.346 -10.363 3.750
O 8.109 -9.950 6.148
O 11.256 -3.816 14.690
H 10.184 -2.921 16.159
C 15.592 -11.693 0.907
H 13.949 1.016 2.990
C 11.469 -5.310 9.744
C 13.676 -6.070 6.081
H 13.928 -5.098 6.502
C 13.712 -10.044 16.519
H 10.119 -2.813 8.722
H 18.546 -3.402 5.595
H 6.667 -7.074 3.317
H 8.519 -2.827 12.464
C 15.523 -3.339 8.412
H 13.341 -9.040 16.756
H 9.350 -8.534 6.916
O 9.357 -4.572 13.218
C 12.700 -8.589 1.052
H 12.141 -9.981 12.103
P 9.124 -10.840 13.151
H 9.609 -7.050 0.492
C 15.004 -9.826 15.823
P 15.971 -10.275 3.048
C 10.244 -2.573 7.665
H 6.651 0.445 7.554
C 5.992 -7.772 3.810
H 11.185 -2.966 7.274
C 15.577 -9.564 12.306
H 11.954 -6.332 14.505
H 15.284 -8.505 5.220
P 6.981 -9.866 5.052
H 7.650 -8.136 7.073
C 11.531 -6.591 13.534
O 11.348 -7.629 7.784
H 13.027 -9.984 9.936
H 12.993 -10.515 15.855
C 9.379 -11.768 10.689
O 11.230 -5.828 1.061
O 8.069 -1.761 7.042
H 10.534 -0.460 3.476
H 5.115 -7.195 4.104
H 11.780 -0.194 2.296
P 12.658 -7.159 8.282
H 7.567 -3.563 13.722
O 12.356 -2.479 3.416
H 11.639 -2.061 15.607
H 15.756 -2.927 9.392
P 11.591 -6.626 2.376
C 6.909 0.204 6.524
O 13.332 -8.131 9.346
H 14.285 -8.243 3.882
O 7.890 -10.054 13.800
O 14.790 -10.254 4.131
C 8.367 -8.949 7.150
H 15.625 0.527 2.620
H 12.062 -7.406 13.056
C 4.730 -11.197 4.931
O 11.710 -8.199 2.015
C 11.306 -3.091 4.120
O 10.251 -6.608 3.202
H 18.911 -9.416 4.009
H 15.089 -12.617 0.635
H 9.117 -3.000 5.867
H 14.518 -9.896 8.973
H 7.266 1.163 6.141
H 11.151 -7.242 5.063
H 5.082 -11.590 3.978
O 16.105 -9.113 2.143
H 16.574 -5.466 4.500
H 10.530 -1.517 7.663
H 5.680 -8.556 3.123
H 9.297 -5.255 0.855
C 13.498 -9.520 9.071
H 14.562 -9.223 12.100
P 13.276 -1.406 4.158
C 10.751 -2.600 15.287
H 14.607 -2.817 8.126
H 10.301 -3.211 3.710
H 18.849 -10.450 2.565
O 13.930 -1.918 5.358
H 16.552 -8.348 13.869
H 18.156 -5.640 4.913
O 11.215 -2.832 12.368
H 14.367 0.294 1.435
H 13.008 -9.786 8.132
O 17.197 -10.532 4.007
O 11.617 -5.377 12.747
O 16.912 -1.788 7.279
H 10.151 -1.968 14.637
H 10.462 -6.780 13.635
H 4.340 -12.021 5.525
O 12.649 -5.778 9.083
H 11.171 -6.156 10.357
C 11.691 -10.384 13.012
H 9.474 -11.258 9.729
O 16.070 -9.919 16.361
O 14.314 -1.047 2.970
O 6.520 -8.316 5.020
H 13.658 -8.818 1.522
H 11.799 -11.458 13.129
H 13.925 -10.487 17.486
C 8.969 -2.893 6.944
C 16.023 -9.297 13.746
H 15.618 -10.611 11.993
O 16.835 -3.906 6.554
H 12.312 -9.892 13.769
H 17.006 -2.808 4.830
H 8.479 -9.375 8.143
H 8.493 -3.783 7.341
O 10.379 -9.829 13.120
H 11.177 1.173 3.258
H 6.040 -0.124 5.957
H 6.311 -10.337 12.493
C 10.201 -7.079 4.558
H 6.400 -11.508 13.885
P 10.882 -4.053 13.138
H 19.134 -11.073 4.200
H 10.112 -5.703 -0.609
H 10.439 -11.911 10.929
H 11.690 -4.083 4.380
H 9.660 -6.297 5.092
H 10.734 -4.948 9.022
C 16.549 -2.938 7.413
O 9.451 -12.075 13.894
O 5.697 -10.521 5.724
C 8.063 -0.701 6.261
C 11.442 0.118 3.286
C 17.494 -4.878 4.480
O 14.856 -9.480 14.526
H 16.180 -9.137 11.499
C 6.557 -10.489 13.550
H 16.811 -9.972 14.096
C 18.552 -10.365 3.607
C 9.938 -6.019 0.419
H 16.503 -11.621 0.307
H 12.266 -9.468 0.582
C 8.232 -3.795 12.889
H 11.618 -4.409 10.336
H 11.135 -2.574 5.071
H 12.931 -7.802 0.331
H 14.155 -6.396 5.168
H 15.372 -4.413 8.337
O 12.777 -6.065 3.026
H 9.608 -7.992 4.577
O 8.834 -0.467 5.353
```

Results of the Mulliken charge analysis, in e, for atoms 1 through 5: H 0.28; O -0.09; H 0.38; O -0.38; H 0.28

=====

DFT (the ωB97M-V functional and the def2-TZVPD basis) results for C33H88AgO15PPt as an isolated structure.

Values from the calculation:
- LUMO (spin up / spin down): 0.3 / -0.8 eV
- Spin multiplicity: 3
- ⟨S²⟩: 2.01
- Orbital gap (spin up / spin down): 8.48 / 7.89 eV

```
139
C33H88AgO15PPt (the ωB97M-V functional and the def2-TZVPD basis)
C 14.141 18.758 13.955
H 14.801 15.865 11.475
H 14.889 10.105 10.624
C 11.760 9.764 9.177
C 12.354 10.479 14.336
H 13.246 8.663 14.887
C 13.078 17.758 13.676
H 9.338 17.435 7.426
C 8.428 11.191 11.703
C 10.738 10.901 9.303
C 15.820 13.339 13.327
H 14.911 7.813 13.389
H 9.538 11.106 11.748
H 17.114 10.913 8.156
H 14.918 12.206 14.903
C 15.507 13.362 8.376
H 9.712 15.265 7.873
H 14.800 6.442 10.522
O 12.162 14.487 11.483
C 10.538 15.626 7.301
H 13.574 7.315 11.540
C 17.240 11.591 9.028
H 10.887 10.452 12.746
H 11.431 15.403 7.853
C 15.842 8.077 12.890
H 15.063 17.349 7.801
H 13.672 16.941 13.191
H 14.539 19.147 13.015
H 5.333 14.657 11.042
Pt 12.653 12.756 12.439
H 15.346 12.931 7.384
C 10.231 14.521 17.722
H 11.751 8.926 12.985
H 10.487 9.485 14.150
C 15.917 12.259 9.365
H 13.834 10.082 15.736
H 11.617 16.536 14.617
O 14.909 11.149 9.234
H 15.635 14.305 12.802
H 9.733 10.505 9.451
O 13.387 10.980 13.489
O 8.045 11.914 10.532
O 13.184 16.288 9.483
C 10.562 12.051 17.113
H 15.620 18.399 9.034
H 11.471 9.123 8.333
P 10.603 14.493 11.921
H 8.119 9.350 10.789
H 15.821 15.095 15.573
O 10.871 17.672 8.701
C 6.398 17.294 10.121
H 6.942 12.172 12.866
H 10.649 15.313 6.278
H 10.075 11.378 16.430
C 7.987 11.986 12.941
H 7.027 17.712 9.368
H 13.102 13.404 15.011
H 11.599 11.780 17.160
H 16.229 14.095 8.223
H 10.669 12.393 10.386
H 11.898 9.201 10.089
H 12.906 15.814 10.244
H 8.740 12.603 10.461
C 12.972 9.543 15.382
H 8.448 12.925 12.861
H 11.545 18.140 15.118
H 13.989 7.925 9.885
H 9.933 15.421 17.267
H 9.419 14.276 18.422
H 6.681 17.574 11.102
O 11.433 13.784 15.729
H 11.668 17.149 8.909
C 11.320 9.782 13.496
H 10.088 11.867 18.095
C 10.380 13.487 16.609
H 16.462 7.190 12.932
O 13.697 13.694 14.269
H 11.269 13.780 14.769
H 11.921 11.360 14.808
C 10.388 17.194 7.446
O 10.106 15.857 12.392
H 12.274 9.338 16.195
H 5.344 17.473 10.019
H 10.799 17.772 5.483
H 15.952 12.641 10.361
O 11.156 11.589 10.413
C 10.680 11.890 8.091
H 6.659 9.849 11.703
C 15.019 13.249 14.621
H 8.469 14.916 9.794
H 14.052 11.553 9.083
H 11.340 17.784 12.631
H 10.114 12.751 8.352
H 15.782 15.656 10.103
C 12.262 17.381 14.853
C 15.311 16.418 10.703
C 14.264 17.214 9.865
H 16.914 13.296 13.443
H 14.055 18.684 8.291
H 9.487 13.482 16.002
H 13.858 19.713 14.379
H 16.015 17.056 11.211
H 12.233 17.635 6.586
H 11.715 12.184 7.889
H 6.886 13.967 11.115
C 7.787 9.825 11.694
C 15.570 14.068 15.890
H 11.258 14.709 18.095
C 14.727 17.950 8.672
O 10.619 13.364 13.044
C 6.402 15.003 11.132
H 13.755 10.280 12.866
H 6.648 15.329 12.167
O 12.210 18.244 12.594
H 16.326 8.463 10.763
C 14.411 7.429 10.809
C 15.459 8.370 11.442
C 11.183 17.971 6.499
H 14.885 18.234 14.517
H 6.303 15.430 8.997
H 11.119 19.030 6.800
H 14.851 14.044 16.710
O 9.800 13.925 10.755
H 18.026 12.298 8.779
H 17.503 11.071 9.903
O 14.815 9.628 11.495
H 8.111 9.197 12.501
H 12.905 17.165 15.743
O 8.158 15.809 9.550
C 6.740 15.836 9.917
H 13.793 17.982 10.416
H 14.606 13.950 8.722
Ag 9.884 17.012 10.543
H 10.191 11.385 7.305
H 16.361 8.909 13.350
H 8.189 11.484 13.892
H 12.707 10.214 9.075
H 16.484 13.647 16.302
H 15.568 12.583 12.574
```

Results of the Mulliken charge analysis, in e, for atoms 1 through 5: C -1.78; H -0.48; H 0.12; C -0.56; C 2.00

=====

The records above yield ΔE to the lowest compared entry with this formula, charge and spin values of 0.9307 0.3514 0.4413 eV, respectively.
The records above yield total energy values of -63551.4327 -170283.4954 -82896.3191 eV, respectively.